Record 1
DFT (ωB97M-V/def2-TZVPD) results for the molecule C9H12N4S in a non-equilibrium geometry.

Positions of all 26 atoms, in Å:
H1 4.572 -0.177 -0.304
C1 1.353 -1.124 -0.285
H2 -1.389 1.721 1.526
C2 1.759 1.074 0.766
H3 2.844 -2.101 -1.152
C3 3.578 -0.232 -0.131
C4 -2.815 -0.404 -1.578
C5 3.082 0.941 0.435
H4 -3.738 -0.183 -2.056
N1 -1.166 1.163 0.601
H5 -1.642 -2.938 1.440
H6 -2.095 0.512 -1.694
N2 -0.563 0.005 0.444
H7 3.608 1.867 0.691
C6 -1.336 -1.138 0.783
C7 0.886 -0.014 0.447
H8 1.271 1.886 1.118
H9 -2.393 -1.181 -2.381
H10 -2.048 3.647 -0.686
C8 -0.931 -2.194 1.482
H11 0.050 -2.059 1.915
C9 2.683 -1.225 -0.575
N3 -1.861 3.103 0.145
N4 -1.399 2.051 -0.375
H12 0.726 -1.904 -0.667
S1 -3.036 -1.093 0.092

Results
2S+1 = 1
structure (SMILES) = [H]/N=N/NN(C(=C)SC)c1ccccc1
HOMO = -8.21 eV
relative energy (zero: lowest compared OMol25 entry of this formula, charge and spin) = 151.2 kJ/mol
E_LUMO = 0.8 eV
energy = -967.174981 hartree

Record 2
DFT (ωB97M-V/def2-TZVPD) results for the ion CH5N4O2 with charge +1 in a non-equilibrium geometry.

Positions of all 12 atoms, in Å:
H1 -0.892 -0.471 2.797
C1 -0.574 0.737 1.137
N1 0.074 0.083 -0.326
O1 0.491 -1.914 -1.386
N2 -0.520 -0.319 1.884
N3 0.303 1.050 -1.236
N4 0.257 -1.140 -0.394
H2 1.123 1.013 -1.859
H3 0.433 -1.735 -2.363
H4 -0.247 -1.195 1.372
H5 0.204 1.969 -0.824
O2 -0.652 1.922 1.196

Results
2S+1 = 1
structure (SMILES) = NC(=O)/[N+](N)=N/O
total charge = +1
HOMO = -15.23 eV
relative energy (zero: lowest compared OMol25 entry of this formula, charge and spin) = 219.0 kJ/mol
E_LUMO = -5.1 eV
energy = -410.209637 hartree

Record 3
DFT (ωB97M-V/def2-TZVPD) results for the molecule C4H4O3 in a non-equilibrium geometry.

Positions of all 11 atoms, in Å:
H1 -1.551 0.099 1.908
O1 1.201 -0.251 0.618
C1 -1.363 -0.322 0.921
C2 2.019 -0.299 -0.383
C3 -0.064 -0.013 0.290
H2 1.587 -0.392 -1.351
O2 -1.971 0.487 -0.129
C4 -0.732 0.769 -0.717
H3 -1.703 -1.363 0.866
O3 -0.507 1.460 -1.679
H4 3.084 -0.176 -0.345

Results
2S+1 = 1
HOMO (spin up / spin down) = -8.66 / -8.38 eV
relative energy (zero: lowest compared OMol25 entry of this formula, charge and spin) = 412.0 kJ/mol
E_LUMO (spin up / spin down) = 0.0 / -0.9 eV
energy = -380.390121 hartree

Record 4
DFT (ωB97M-V/def2-TZVPD) results for the molecule C6H10N2S in a non-equilibrium geometry.

Positions of all 19 atoms, in Å:
H1 2.354 0.573 1.553
C1 0.872 0.189 0.117
C2 -2.329 -1.188 0.781
N1 0.415 -1.887 -1.406
H2 -2.189 -1.623 1.707
H3 -1.738 1.306 -1.163
H4 2.389 1.277 -1.136
C3 -1.788 -0.066 0.260
H5 -2.880 0.024 -1.523
H6 0.721 1.773 -1.587
N2 -2.016 0.312 -1.033
H7 2.795 -1.060 0.682
H8 -3.071 -1.784 0.074
C4 0.478 -0.964 -0.760
H9 1.491 -0.917 1.896
S1 -0.507 0.653 1.176
C5 1.440 1.444 -0.667
H10 1.606 2.266 -0.023
C6 1.958 -0.328 1.052

Results
2S+1 = 1
structure (SMILES) = C=C(N)SC(C)(C)C#N
HOMO = -8.37 eV
relative energy (zero: lowest compared OMol25 entry of this formula, charge and spin) = 128.6 kJ/mol
E_LUMO = 0.7 eV
energy = -742.245520 hartree

Record 5
DFT (ωB97M-V/def2-TZVPD) results for a structure of composition C21H33N3O7P2Pd in a non-equilibrium geometry.

Positions of all 67 atoms, in Å:
C1 -1.150 -1.050 5.020
P1 0.124 0.894 -3.350
H1 0.239 -4.726 -2.761
N1 -1.717 -2.335 3.164
H2 -0.683 4.610 -0.165
C2 -0.430 -0.087 5.746
C3 -0.327 -4.270 -1.965
H3 -2.077 1.123 -4.546
C4 -0.542 -1.883 -3.475
H4 -2.702 3.413 -0.925
H5 2.490 -2.752 -1.048
H6 1.746 1.047 -1.309
H7 -1.550 -1.536 -3.202
H8 -3.247 1.056 0.202
H9 -0.893 2.276 -5.179
H10 -2.328 0.738 -1.924
C5 1.254 2.162 0.353
H11 1.150 1.395 5.709
H12 -0.110 -0.668 -5.227
H13 1.010 2.708 -1.657
C6 1.505 -3.135 0.719
C7 -1.726 1.413 -1.315
O1 -2.727 -2.580 3.887
C8 -0.851 3.598 0.238
N2 2.195 0.969 3.274
H14 -1.969 -1.605 5.465
H15 -1.615 1.169 0.893
H16 2.299 -1.324 -2.055
H17 1.384 -3.308 1.791
O2 -0.162 1.079 7.732
C9 0.642 0.598 5.142
C10 1.522 1.884 -4.129
H18 1.240 2.365 -5.077
H19 2.227 2.679 0.326
C11 -2.270 1.558 0.085
C12 0.163 3.016 0.980
H20 1.590 1.331 0.975
H21 2.423 -3.015 -2.764
O3 -1.540 -3.005 2.093
C13 -2.276 3.090 0.047
C14 -1.234 1.768 -4.263
H22 0.437 3.331 2.003
H23 -1.387 -4.296 -2.190
H24 -0.174 -4.715 -0.977
P2 0.149 -2.550 -1.874
H25 1.860 2.686 -3.470
H26 -0.255 0.105 -0.798
C15 0.158 -0.543 2.974
C16 0.280 -0.764 -4.185
H27 2.097 -2.207 0.615
H28 1.363 -1.014 -4.267
C17 1.008 0.299 3.837
C18 1.999 -2.391 -1.962
C19 -0.833 -1.328 3.699
H29 2.407 1.279 -4.366
O4 2.481 2.126 3.651
Pd1 -0.366 -2.534 0.165
O5 -1.853 -0.326 7.607
H30 1.897 -4.021 0.180
C20 -0.331 1.050 -1.386
H31 -1.633 2.551 -3.608
H32 -2.910 3.521 0.823
N3 -0.848 0.237 7.120
H33 -0.652 -2.786 -4.123
O6 0.235 -0.505 1.711
O7 2.845 0.359 2.401
C21 0.951 1.778 -1.088

Results
2S+1 = 3
HOMO (spin up / spin down) = -4.97 / -4.94 eV
relative energy (zero: lowest compared OMol25 entry of this formula, charge and spin) = 340.9 kJ/mol
E_LUMO (spin up / spin down) = -1.5 / -1.5 eV
energy = -2320.822134 hartree

Record 6
DFT (ωB97M-V/def2-TZVPD) results for the molecule C10H16N4S in a non-equilibrium geometry.

Positions of all 31 atoms, in Å:
H1 -0.716 -4.015 0.683
H2 -2.891 -1.472 -2.478
H3 3.003 0.728 0.439
C1 0.850 2.518 0.595
N1 0.037 0.292 0.317
H4 1.316 1.161 -2.221
H5 -1.162 -3.731 2.145
N2 -0.862 -0.607 1.064
N3 -1.736 -1.026 0.120
C2 0.195 1.078 2.508
N4 -1.007 -3.320 1.337
H6 -0.165 2.993 0.818
H7 -1.799 -0.544 -4.463
C3 0.456 0.479 -2.198
H8 -2.267 -1.787 0.352
C4 -1.901 -1.000 -2.331
C5 0.867 1.109 1.118
H9 -0.980 1.305 2.598
H10 1.644 3.264 1.050
H11 2.309 -0.705 1.403
C6 -1.298 -0.749 -1.137
C7 -0.087 0.152 -3.416
C8 2.291 0.466 1.249
H12 0.426 0.502 -4.437
H13 0.247 0.087 2.899
H14 2.765 1.008 2.234
H15 0.713 1.912 3.206
C9 -0.147 0.079 -1.039
H16 0.902 2.585 -0.506
C10 -1.263 -0.557 -3.481
S1 0.260 -2.206 1.570

Results
2S+1 = 1
structure (SMILES) = CC(C)(C)N1c2ccccc2NN1SN
HOMO = -6.75 eV
relative energy (zero: lowest compared OMol25 entry of this formula, charge and spin) = 336.8 kJ/mol
E_LUMO = 0.6 eV
energy = -1007.693223 hartree

Record 7
DFT (ωB97M-V/def2-TZVPD) results for the molecule C4H6N2O.

Positions of all 13 atoms, in Å:
C1 0.230 -0.437 0.795
H1 1.296 -2.247 0.289
O1 -0.685 -0.110 1.526
N1 -1.794 1.418 -1.436
H2 -2.462 0.688 -1.236
C2 -0.569 1.232 -0.900
N2 0.454 1.817 -0.464
H3 0.800 -2.105 2.005
H4 -2.167 2.354 -1.337
H5 2.166 -1.151 1.364
C3 1.175 -1.563 1.136
C4 0.443 0.282 -0.507
H6 1.114 -0.177 -1.235

Results
2S+1 = 1
structure (SMILES) = CC(=O)[C@@H]1N=C1N
HOMO = -9.47 eV
relative energy (zero: lowest compared OMol25 entry of this formula, charge and spin) = 199.5 kJ/mol
E_LUMO = 0.8 eV
energy = -340.718931 hartree

Record 8
DFT (ωB97M-V/def2-TZVPD) results for a structure of composition C52H58AgAs2NO2Si in a non-equilibrium geometry.

Positions of all 117 atoms, in Å:
C1 -0.167 -0.997 3.148
O1 -1.659 1.039 -1.718
H1 -0.909 1.256 3.983
H2 0.903 -0.662 -5.300
H3 -3.432 -0.769 -1.379
H4 -4.664 4.349 4.794
H5 -1.600 -7.098 2.669
H6 -3.065 1.063 -3.211
C2 -3.462 0.554 1.280
H7 -2.817 -3.030 -0.721
C3 3.773 1.251 2.301
H8 2.054 -5.363 -6.047
C4 2.312 1.789 0.381
H9 -4.080 6.344 -1.838
H10 -1.562 0.160 -3.578
As1 -1.970 1.859 1.273
H11 3.126 -2.207 -0.153
Ag1 -0.005 -0.822 -0.574
C5 -2.295 0.395 -2.793
H12 -3.839 -1.440 2.021
C6 -3.097 -0.636 2.149
H13 -3.964 3.846 2.491
C7 3.083 -3.085 -3.772
H14 1.924 3.336 -6.419
C8 -2.217 4.613 0.397
H15 -0.085 -4.189 -5.649
H16 3.137 -0.716 3.935
H17 2.626 1.984 -2.433
C9 -3.152 3.131 5.697
H18 2.733 3.761 -4.107
H19 2.227 -0.658 1.254
H20 5.378 -2.191 0.854
C10 3.909 -1.598 -0.592
H21 -1.563 1.806 6.289
H22 -1.724 2.939 -2.536
C11 -0.736 -4.155 1.220
O2 -1.986 -1.920 -2.274
N1 1.638 -0.023 1.795
C12 -1.616 -3.260 1.861
H23 -1.629 -1.777 4.521
H24 6.667 0.593 -2.122
As2 -1.289 -1.347 1.619
H25 -3.112 -5.569 3.896
H26 -4.332 2.221 -0.721
C13 1.790 0.499 -3.731
C14 -3.823 3.686 4.618
H27 7.152 -0.759 -0.107
C15 -4.293 4.241 -1.388
C16 1.328 1.312 -5.973
C17 0.277 -1.689 5.444
C18 1.503 2.248 2.704
H28 -0.508 2.634 -1.269
C19 5.168 -1.585 -0.020
C20 -0.583 -1.513 4.395
C21 6.167 -0.787 -0.559
C22 -3.718 5.508 -1.255
C23 1.295 0.309 -5.026
C24 -2.086 2.259 5.457
C25 -1.000 2.211 -2.144
C26 2.006 -4.545 -5.341
C27 -2.658 5.672 -0.357
H29 3.845 1.178 3.383
H30 -3.342 -3.476 -2.371
C28 3.606 -0.844 -1.727
H31 3.974 -2.770 -3.246
C29 0.750 -2.842 -4.209
H32 -5.110 4.097 -2.089
C30 -1.606 -6.037 2.448
C31 -2.492 -3.128 -1.767
H33 0.511 2.393 2.271
C32 3.147 -4.144 -4.657
H34 -1.680 -3.850 -1.816
C33 1.634 -1.398 5.284
H35 -3.722 -1.189 -3.090
Si1 1.772 -0.868 -2.367
C34 -3.440 3.392 3.326
C35 5.893 -0.033 -1.692
C36 -2.949 -0.906 -2.354
H36 -2.190 6.646 -0.260
H37 -3.453 3.363 6.712
H38 -0.046 -3.740 0.477
C37 -2.830 3.344 0.326
H39 2.329 -1.558 6.099
H40 -3.179 -3.191 3.368
H41 -3.099 -0.351 3.208
C38 4.635 -0.080 -2.270
H42 4.090 -4.651 -4.832
C39 1.894 -2.399 -3.538
C40 2.078 -0.900 4.059
H43 4.441 0.502 -3.159
H44 -0.084 -2.061 6.398
C41 2.326 2.790 -4.374
H45 4.272 2.169 1.995
H46 2.013 3.209 2.769
H47 1.320 1.672 -0.053
H48 -4.390 1.038 1.619
H49 1.389 1.846 3.708
C42 2.302 1.284 1.828
H50 -3.624 0.205 0.255
C43 1.867 2.560 -5.665
C44 1.211 -0.638 3.019
C45 0.806 -3.886 -5.110
C46 -2.453 -5.168 3.130
H51 -0.191 -2.349 -4.006
C47 -0.741 -5.502 1.478
H52 3.014 1.202 -0.208
C48 -3.853 3.189 -0.619
H53 -0.249 1.978 -2.910
H54 4.296 0.415 1.840
H55 -0.071 -6.163 0.940
H56 2.601 2.837 0.332
C49 -2.362 2.530 3.071
H57 -1.394 4.748 1.097
C50 -1.713 1.962 4.163
C51 2.272 1.783 -3.432
C52 -2.468 -3.823 2.845
H58 0.958 1.131 -6.977

Results
2S+1 = 1
total charge = -2
HOMO (spin up / spin down) = 2.40 / 2.42 eV
E_LUMO (spin up / spin down) = 4.2 / 4.2 eV
energy = -7129.399324 hartree